(1)
Here is one molecule with the formula C6H6S in a non-equilibrium geometry from the Open Molecules 2025 dataset. Energies are from wB97M-V/def2-TZVPD.

Results
Kohn-Sham gap: 8.942 eV
LUMO energy: 0.495 eV

Geometry (Å):
C1 1.2782 -0.0924 -0.0679
C2 0.1896 0.2889 -1.0484
C3 -0.3391 1.2148 0.1341
C4 0.2403 0.0188 1.0480
C5 -0.6159 -1.1352 0.5231
C6 -0.6779 -0.9774 -0.7990
H1 0.4158 0.6348 -2.0360
H2 0.2621 2.1621 0.1825
H3 -1.4248 1.3212 0.2578
H4 0.4536 0.0902 2.1084
H5 -1.1685 -1.7924 1.1774
H6 -1.4520 -1.4124 -1.4189
S1 2.8387 -0.3209 -0.0611

***

(2)
Here is C27H41BeNP2 as an isolated structure in a non-equilibrium geometry from the Open Molecules 2025 dataset. Energies are from wB97M-V/def2-TZVPD.

Results
Kohn-Sham gap (alpha / beta): 3.493 / 3.492 eV
LUMO energy (alpha / beta): 0.342 / 0.341 eV

Geometry (Å):
P1 0.4175 -2.3753 0.0597
P2 0.1927 0.9664 0.1301
C1 0.1126 -1.3257 -1.4191
C2 0.6819 0.1061 -1.4283
H1 -0.9776 -1.2995 -1.6055
H2 0.5604 -1.8849 -2.2668
H3 1.7855 0.1031 -1.5250
H4 0.2737 0.6743 -2.2903
C3 -1.4907 1.5515 -0.2377
H5 -1.7663 2.3193 0.4966
H6 -2.1985 0.7113 -0.1548
H7 -1.5339 1.9664 -1.2556
C4 1.3379 2.3437 0.2808
H8 1.2548 2.9857 -0.6066
H9 2.3595 1.9438 0.3701
H10 1.0833 2.9021 1.1907
C5 -0.7652 -3.7149 -0.1122
H11 -0.6085 -4.4135 0.7247
H12 -0.5981 -4.2084 -1.0819
H13 -1.7821 -3.2837 -0.0614
C6 2.1368 -2.8377 -0.2409
H14 2.7785 -1.9461 -0.1755
H15 2.2294 -3.2768 -1.2422
H16 2.4585 -3.5525 0.5243
Be1 0.0919 -0.0525 1.9673
C7 0.7863 1.0470 -5.0244
C8 -0.5349 1.0907 -4.8137
C9 -1.5587 0.3662 -5.6445
C10 -1.1572 -1.0290 -6.1684
C11 -0.4718 -1.9109 -5.1631
C12 0.8426 -1.9718 -4.9222
C13 1.8885 -1.1816 -5.6596
C14 1.4953 0.2493 -6.0823
C15 0.4282 -2.0601 1.8643
H17 1.4621 1.6785 -4.4356
H18 -0.9605 1.7799 -4.0736
H19 -1.8247 0.9881 -6.5150
H20 -2.4804 0.2634 -5.0540
H21 -2.0952 -1.5365 -6.4435
H22 -0.5726 -0.9249 -7.0895
H23 -1.1597 -2.5922 -4.6491
H24 1.2483 -2.7242 -4.2339
H25 2.1812 -1.7323 -6.5684
H26 2.7929 -1.1237 -5.0370
H27 2.4373 0.7788 -6.2968
H28 0.9303 0.2167 -7.0209
H29 1.0147 -1.1206 2.2230
H30 1.0785 -2.8928 2.2341
H31 -0.5278 -2.2355 2.3884
C16 0.4611 4.6194 4.4083
C17 -0.5669 4.2561 3.5394
C18 -0.7020 2.9234 3.1528
C19 0.1950 1.9476 3.6418
C20 1.2460 2.3405 4.4856
C21 1.3529 3.6603 4.9029
N1 -0.0539 0.5727 3.4513
C22 -0.7383 -0.0874 4.4884
C23 -0.0612 -0.3359 5.6989
C24 -0.7534 -0.8053 6.8149
C25 -2.1364 -1.0239 6.7350
C26 -2.8270 -0.7564 5.5460
C27 -2.1266 -0.3465 4.4092
H32 0.5418 5.6511 4.7470
H33 -1.2373 5.0125 3.1250
H34 -1.5521 2.6194 2.5432
H35 1.9214 1.5810 4.8652
H36 2.1663 3.9666 5.5591
H37 1.0090 -0.1208 5.7337
H38 -0.1974 -1.0403 7.7275
H39 -2.6690 -1.3842 7.6157
H40 -3.9051 -0.9178 5.4857
H41 -2.6438 -0.1565 3.4683

***

(3)
Here is C5H3NO as an isolated structure from the Open Molecules 2025 dataset. Energies are from wB97M-V/def2-TZVPD.

Results
Kohn-Sham gap (alpha / beta): 7.426 / 7.427 eV
LUMO energy (alpha / beta): -1.413 / -1.413 eV

Geometry (Å):
C1 -2.1086 -0.9341 2.0197
C2 -1.1967 -0.5789 1.2371
C3 -0.2397 -0.1858 0.3169
C4 0.8214 -0.9028 -0.3120
O1 1.5957 -0.1066 -0.9972
N1 1.1629 1.1894 -0.9753
C5 0.0740 1.1707 -0.2244
H1 -0.7338 0.2171 -0.7970
H2 1.1063 -1.9446 -0.2553
H3 -0.4815 2.0755 -0.0125

***

(4)
Here is one molecule with the formula C18H15N5O4S in a non-equilibrium geometry from the Open Molecules 2025 dataset. Energies are from wB97M-V/def2-TZVPD.

Results
Kohn-Sham gap: 8.371 eV
LUMO energy: 0.155 eV

Geometry (Å):
O1 -1.2765 3.3285 -0.1974
C1 -1.2240 3.7314 0.9420
N1 -0.4200 4.7479 1.3462
N2 0.4429 5.4145 0.4939
C2 1.2096 4.7194 -0.2448
C3 1.4143 3.2675 -0.2102
C4 1.6070 2.6312 1.0145
C5 1.7855 1.2628 1.0692
C6 1.7449 0.5103 -0.0910
C7 1.5579 1.1369 -1.3308
C8 1.4153 2.5144 -1.3796
H1 1.2573 2.9813 -2.3378
O2 1.5397 0.4142 -2.4757
H2 1.5874 -0.5233 -2.2464
O3 1.8911 -0.8599 -0.0829
H3 2.0530 -1.1385 0.8255
H4 1.9340 0.7739 2.0225
H5 1.6368 3.2044 1.9287
H6 1.7815 5.2949 -0.9622
H7 -0.6289 5.2653 2.1879
C9 -2.0140 3.0609 2.0681
C10 -1.6358 1.6270 1.9995
N3 -1.0384 0.9806 2.9388
N4 -0.7184 -0.2676 2.6093
C11 -1.0779 -0.5690 1.4007
N5 -0.8301 -1.7914 0.8377
C12 -1.1323 -2.0534 -0.4765
O4 -1.6915 -1.2246 -1.1633
C13 -0.7462 -3.3977 -0.9671
C14 0.3181 -4.1244 -0.4392
C15 0.6321 -5.3661 -0.9611
C16 -0.1108 -5.8943 -2.0047
C17 -1.1623 -5.1699 -2.5428
C18 -1.4737 -3.9243 -2.0326
H8 -2.2823 -3.3389 -2.4432
H9 -1.7357 -5.5751 -3.3626
H10 0.1367 -6.8668 -2.4032
H11 1.4624 -5.9235 -0.5537
H12 0.9283 -3.7160 0.3532
H13 -0.4217 -2.4939 1.4363
S1 -1.8621 0.7116 0.5225
H14 -3.0801 3.1764 1.8617
H15 -1.7732 3.4631 3.0506

***

In order of appearance, energy above the lowest of the compared OMol25 structures with the same formula, charge and spin = 66.8, 0.0, 174.2, 0.0 kcal/mol.